Formula: C40H33BaF3N8Se
Source: the OMol25 dataset
Level of theory: the ωB97M-V functional and the def2-TZVPD basis

Atoms and positions in Å:
Ba  0.1482  -1.4076  -0.5081
N  -1.9181  -0.1102  3.8328
C  -1.5967  -0.4934  2.5898
N  -0.4597  -1.0058  2.2350
C  0.4822  -1.2642  3.2281
N  1.5815  -1.8968  2.9928
N  1.7389  -2.2681  1.6488
C  2.6274  -3.1701  1.5204
C  2.9913  -3.7333  0.2022
C  4.1122  -4.5404  0.1041
C  4.4736  -5.0368  -1.1409
C  3.6980  -4.7088  -2.2349
C  2.5836  -3.9021  -2.0390
N  2.2242  -3.4257  -0.8543
C  0.2356  -0.7724  4.5892
C  1.2028  -0.8354  5.5963
C  0.9381  -0.3201  6.8458
C  -0.3045  0.2646  7.1109
C  -1.2700  0.3336  6.1319
C  -0.9907  -0.1847  4.8687
H  -2.8324  0.2728  4.0092
H  -2.3611  -0.3711  1.8269
H  3.1469  -3.5548  2.3970
H  4.6923  -4.7655  0.9890
H  5.3479  -5.6644  -1.2506
H  3.9426  -5.0646  -3.2255
H  1.9551  -3.6249  -2.8775
H  2.1540  -1.2936  5.3646
H  1.6902  -0.3660  7.6212
H  -0.5111  0.6747  8.0903
H  -2.2287  0.7976  6.3279
F  1.4989  3.3627  5.4902
C  0.5468  3.6579  4.5978
F  0.5955  4.9788  4.3699
F  -0.6428  3.4073  5.1831
C  0.6902  2.8710  3.3218
C  1.7360  1.9899  3.1270
C  1.7648  1.2693  1.9401
N  0.8337  1.3717  0.9977
C  -0.1485  2.2560  1.1835
C  -0.2617  3.0284  2.3255
H  2.4994  1.8511  3.8790
H  2.5616  0.5583  1.7532
H  -0.8866  2.3274  0.3966
H  -1.0784  3.7289  2.4395
C  2.4440  -0.4968  -2.2508
C  2.4132  0.8766  -2.5346
C  1.9044  1.3675  -3.7769
C  1.7132  2.7028  -4.0142
C  2.0208  3.6619  -3.0385
C  2.6069  3.2194  -1.8401
C  2.8183  1.8850  -1.6069
C  1.7423  5.0471  -3.2578
N  1.4821  6.1563  -3.4395
H  3.1273  -0.8666  -1.4873
H  2.3202  -1.1662  -3.1011
H  1.6393  0.6483  -4.5440
H  1.3038  3.0302  -4.9631
H  2.8918  3.9547  -1.0963
H  3.2731  1.5704  -0.6741
Se  -2.6811  -2.7244  0.2527
C  -3.3441  -2.9592  -1.5274
C  -4.6173  -2.5062  -1.8875
C  -5.0706  -2.6055  -3.1948
C  -4.2651  -3.1591  -4.1821
C  -3.0047  -3.6262  -3.8378
C  -2.5535  -3.5318  -2.5279
H  -5.2495  -2.0691  -1.1241
H  -6.0623  -2.2479  -3.4456
H  -4.6189  -3.2340  -5.2019
H  -2.3695  -4.0737  -4.5928
H  -1.5783  -3.9281  -2.2629
C  -3.5410  3.3620  -4.2169
C  -2.7993  2.4474  -3.2850
C  -3.3643  1.2656  -2.8190
C  -2.6319  0.4458  -1.9801
N  -1.3801  0.7220  -1.5964
C  -0.8333  1.8575  -2.0486
C  -1.5053  2.7414  -2.8739
H  -4.6160  3.1960  -4.1639
H  -3.2238  3.1837  -5.2463
H  -3.3333  4.4070  -3.9887
H  -4.3704  0.9801  -3.0991
H  -3.0620  -0.4692  -1.5919
H  0.1812  2.0669  -1.7306
H  -1.0086  3.6471  -3.1990

HOMO energy = -5.81 eV
spin multiplicity = 1
E = -4708.7293 a.u.
molar mass = 899.0 u
net charge = 0
ΔE to the lowest compared entry with this formula, charge and spin = 7.17 kJ/mol
HOMO-LUMO gap = 4.798 eV
LUMO energy = -1.014 eV
largest force on an atom = 0.014 Eh/bohr